C36H37F5N5O2STc | ωB97M-V/def2-TZVPD

Output
- energy relative to the best compared isomer or geometry (same formula, charge and spin) (kJ/mol) = 765.8
- electronic energy (eV) = -76086.1646
- <S²> = 4.098
- lowest unoccupied orbital energy (spin up / spin down) (Ha) = -0.1421 / -0.1542
- E_HOMO (spin up / spin down) (eV) = -10.079 / -10.113

Geometry as ORCA input:
```
! wB97M-V def2-TZVPD RIJCOSX def2/J DEFGRID3
* xyz 1 4
Tc -0.88 0.78 1.18
C -0.92 2.50 4.80
C -2.20 2.21 4.02
C -2.48 0.72 3.89
N -2.10 0.11 2.61
C -2.48 -1.16 2.38
C -2.97 -1.99 3.41
C -3.34 -3.32 3.40
C -3.36 -4.23 2.35
C -3.06 -3.98 1.03
C -2.67 -2.79 0.43
C -2.40 -1.55 0.98
N -1.98 -0.52 0.21
C -2.30 -0.50 -1.22
C -2.43 0.94 -1.76
C -2.93 1.92 -0.70
N -1.82 2.28 0.19
C -1.14 3.43 0.08
C -1.46 4.40 -0.89
C -0.89 5.62 -1.19
C 0.20 6.26 -0.63
C 1.00 5.76 0.38
C 0.89 4.58 1.10
C -0.04 3.53 1.05
N 0.03 2.48 1.89
C 0.92 2.53 3.05
C 0.33 1.82 4.26
H -1.08 2.19 5.83
H -0.76 3.58 4.84
H -2.19 2.67 3.03
H -3.04 2.67 4.55
H -3.55 0.54 4.02
H -1.97 0.20 4.71
H -3.03 -1.53 4.39
H -3.63 -3.71 4.37
H -3.66 -5.24 2.61
H -3.14 -4.83 0.36
H -2.48 -2.86 -0.63
H -3.26 -1.00 -1.36
H -1.54 -1.06 -1.76
H -3.13 0.92 -2.60
H -1.48 1.29 -2.15
H -3.70 1.45 -0.08
H -3.39 2.79 -1.15
H -2.29 4.14 -1.53
H -1.38 6.15 -2.00
H 0.48 7.22 -1.04
H 1.85 6.37 0.66
H 1.70 4.43 1.81
H 1.09 3.57 3.34
H 1.89 2.09 2.78
H 1.11 1.82 5.03
H 0.15 0.77 4.02
N 0.24 -2.83 -1.17
S 1.52 -2.06 -1.72
C 3.02 -2.96 -1.35
C 3.08 -4.34 -1.52
C 4.25 -5.00 -1.18
C 5.33 -4.29 -0.68
C 5.26 -2.92 -0.51
C 4.09 -2.24 -0.84
C 1.41 -2.38 -3.47
C 2.52 -2.12 -4.28
C 2.41 -2.29 -5.65
C 1.21 -2.70 -6.21
C 0.11 -2.95 -5.39
C 0.21 -2.79 -4.02
H 0.23 -2.66 -0.17
H 2.22 -4.87 -1.90
H 4.32 -6.07 -1.31
H 6.24 -4.82 -0.42
H 6.10 -2.37 -0.11
H 4.01 -1.17 -0.69
H 3.46 -1.80 -3.84
H 3.27 -2.10 -6.28
H 1.13 -2.83 -7.28
H -0.82 -3.28 -5.83
H -0.62 -3.01 -3.36
O 0.52 -0.40 1.95
O 1.56 -0.55 1.19
F 0.65 1.21 -0.72
C 1.98 1.18 -0.94
F 2.61 1.85 -0.01
C 2.29 1.66 -2.35
F 3.55 1.37 -2.66
F 1.47 1.09 -3.23
F 2.13 2.99 -2.45
*
```